No. 1
Computed, not measured: a cluster of 2 separate species, C20H38FN5O9P2S in total at a distorted geometry, with ωB97M-V/def2-TZVPD.

Geometry as ORCA input:
```
! wB97M-V def2-TZVPD RIJCOSX def2/J DEFGRID3
* xyz 0 1
C 5.254 -2.002 0.869
O 6.011 -0.944 0.320
C 5.301 -0.210 -0.663
C 4.011 0.431 -0.138
C 3.768 1.876 -0.581
C 3.850 2.176 -2.098
C 3.389 1.056 -3.019
C 1.968 0.542 -2.746
C 1.809 -0.882 -3.267
C 0.452 -1.524 -3.015
C 0.138 -1.674 -1.537
C -1.200 -2.406 -1.361
N -1.792 -2.257 -0.032
C -2.385 -1.148 0.419
N -2.885 -1.032 1.655
C -3.321 0.207 1.784
C -3.878 0.650 3.092
C -4.931 1.724 3.072
O -4.843 2.732 3.726
O -5.981 1.425 2.287
N -3.117 0.932 0.649
P -3.414 2.642 0.380
S -5.084 3.147 -0.411
N -2.556 0.029 -0.262
C -2.279 0.502 -1.611
O -1.404 1.280 -1.802
N -3.118 -0.024 -2.622
C -4.226 0.778 -3.015
O -5.352 0.499 -2.799
F -3.842 1.833 -3.694
P -1.680 -3.549 1.138
O -2.993 -3.982 1.601
O -0.907 -4.727 0.406
O -0.719 -2.937 2.232
H 5.959 -2.727 1.273
H 4.614 -1.652 1.682
H 4.646 -2.496 0.102
H 5.973 0.515 -1.119
H 5.040 -0.927 -1.457
H 3.152 -0.216 -0.317
H 4.106 0.466 0.950
H 2.802 2.211 -0.201
H 4.513 2.485 -0.066
H 4.884 2.436 -2.333
H 3.271 3.082 -2.293
H 3.387 1.451 -4.040
H 4.097 0.227 -3.043
H 1.264 1.196 -3.272
H 1.741 0.633 -1.684
H 2.578 -1.500 -2.790
H 2.032 -0.872 -4.336
H -0.339 -0.981 -3.537
H 0.515 -2.532 -3.441
H 0.946 -2.180 -1.002
H 0.043 -0.690 -1.071
H -1.044 -3.459 -1.571
H -1.875 -2.041 -2.132
H -4.245 -0.253 3.580
H -3.036 1.010 3.688
H -6.350 2.266 1.963
H -3.181 3.144 1.663
H -2.320 3.018 -0.398
H -3.562 -0.872 -2.274
H 0.017 -4.548 0.174
H 0.169 -2.797 1.864
C -0.532 -0.214 3.257
C 0.250 1.058 3.604
C -0.616 2.280 3.194
O 1.419 1.060 2.933
H -0.695 -0.261 2.176
H 0.035 -1.085 3.572
H -1.515 -0.269 3.756
H 0.307 1.096 4.723
H -0.802 2.257 2.110
H -0.102 3.211 3.435
H -1.590 2.304 3.716
*
```

HOMO level (eV): -5.747
Orbital gap (eV): 3.97
LUMO energy (eV): -1.78

No. 2
Computed, not measured: a cluster of 5 separate species, C20H55N5O5 in total at a distorted geometry, with ωB97M-V/def2-TZVPD.

Geometry as ORCA input:
```
! wB97M-V def2-TZVPD RIJCOSX def2/J DEFGRID3
* xyz 0 1
C 4.242 -3.124 2.330
O 3.856 -2.723 1.017
C 4.509 -3.358 -0.059
C 4.689 -2.350 -1.197
C 3.310 -1.874 -1.705
N 5.345 -2.899 -2.373
H 3.469 -2.853 3.036
H 5.211 -2.643 2.521
H 4.539 -4.178 2.310
H 5.507 -3.726 0.212
H 3.906 -4.218 -0.368
H 5.251 -1.521 -0.756
H 3.446 -1.134 -2.491
H 2.743 -1.530 -0.842
H 2.714 -2.692 -2.116
H 6.362 -2.893 -2.309
H 5.220 -2.364 -3.225
C 1.763 3.415 0.933
O 2.685 2.530 1.509
C 4.009 2.994 1.554
C 4.953 1.847 1.909
C 4.914 0.761 0.819
N 4.529 1.196 3.140
H 2.068 3.611 -0.097
H 1.665 4.353 1.500
H 0.750 3.028 1.047
H 4.206 3.531 0.613
H 4.226 3.819 2.254
H 5.975 2.220 1.973
H 5.323 1.094 -0.134
H 3.875 0.469 0.663
H 5.465 -0.094 1.211
H 3.902 0.424 2.952
H 4.033 1.794 3.788
C -5.801 2.130 1.752
O -7.177 2.304 1.500
C -7.506 1.929 0.168
C -9.011 2.095 -0.083
C -9.838 1.142 0.747
N -9.176 1.737 -1.523
H -5.591 2.260 2.812
H -5.137 2.647 1.061
H -5.617 1.047 1.658
H -6.952 2.602 -0.506
H -7.128 0.908 0.030
H -9.299 3.145 0.022
H -10.891 1.364 0.531
H -9.692 1.165 1.823
H -9.697 0.132 0.358
H -8.535 2.293 -2.084
H -10.081 2.148 -1.761
C 2.370 -0.280 -5.897
O 1.046 -0.540 -5.516
C 0.897 -0.591 -4.101
C -0.525 -0.938 -3.743
C -0.773 -0.809 -2.247
N -0.909 -2.278 -4.250
H 2.505 -0.524 -6.949
H 3.084 -0.904 -5.347
H 2.627 0.770 -5.732
H 1.642 -1.299 -3.720
H 1.223 0.387 -3.712
H -1.198 -0.281 -4.305
H -1.822 -0.950 -1.978
H -0.513 0.209 -1.952
H -0.210 -1.549 -1.678
H -0.505 -2.299 -5.195
H -0.253 -2.949 -3.828
C -2.668 1.094 3.177
O -1.973 -0.101 2.887
C -0.776 0.093 2.156
C -0.122 -1.294 2.050
C 0.288 -1.857 3.409
N 1.120 -1.024 1.284
H -2.076 1.853 3.699
H -3.512 0.818 3.806
H -3.025 1.475 2.213
H -0.959 0.596 1.197
H -0.148 0.800 2.723
H -0.745 -1.941 1.436
H 0.420 -2.934 3.332
H -0.497 -1.698 4.160
H 1.110 -1.258 3.797
H 1.877 -1.680 1.393
H 1.471 -0.079 1.305
*
```

HOMO level (eV): -8.680
SMILES: COC[C@H](C)N.COC[C@H](C)N.COC[C@H](C)N.COC[C@H](C)N.COC[C@H](C)N
Orbital gap (eV): 9.24
LUMO energy (eV): 0.56
Relative energy (zero: lowest compared OMol25 entry of this formula, charge and spin) (eV): 1.271

No. 3
Computed, not measured: an isolated molecule of C5H3F6NS at a distorted geometry, with ωB97M-V/def2-TZVPD.

Geometry as ORCA input:
```
! wB97M-V def2-TZVPD RIJCOSX def2/J DEFGRID3
* xyz 0 1
C -1.738 0.951 0.156
C 0.629 0.563 0.460
C -3.098 1.102 0.571
C 1.557 -2.552 -0.406
C 1.639 1.277 -0.370
N -0.578 0.898 0.315
F 1.693 -3.611 0.444
F 0.636 -2.870 -1.274
F 2.695 -2.327 -1.034
F 2.754 1.623 0.354
F 1.965 0.533 -1.414
F 1.209 2.405 -0.871
S 1.269 -1.167 0.902
H -3.810 1.871 0.175
H -3.192 1.066 1.651
H -3.631 0.236 0.340
*
```

HOMO level (eV): -8.518
Orbital gap (eV): 8.44
LUMO energy (eV): -0.08
Relative energy (zero: lowest compared OMol25 entry of this formula, charge and spin) (eV): 2.084

No. 4
Computed, not measured: a cluster of 2 separate species, C4H8N4 in total at a distorted geometry, with ωB97M-V/def2-TZVPD.

Geometry as ORCA input:
```
! wB97M-V def2-TZVPD RIJCOSX def2/J DEFGRID3
* xyz 0 1
C -1.037 -0.370 -1.973
C -0.330 0.817 0.036
C 0.785 0.072 0.684
N -1.602 0.152 0.117
N 0.591 -0.173 2.039
C 1.835 -0.345 -0.026
N -0.955 -1.519 -2.277
N -0.140 2.041 -0.230
H -2.443 0.678 -0.092
H -1.587 -0.772 0.528
H 0.093 0.570 2.511
H 1.419 -0.502 2.520
H -0.239 -2.174 -2.561
H -0.941 2.510 -0.646
H 2.638 -0.902 0.431
H 1.912 -0.082 -1.061
*
```

HOMO level (eV): -8.447
Orbital gap (eV): 9.54
LUMO energy (eV): 1.10
Relative energy (zero: lowest compared OMol25 entry of this formula, charge and spin) (eV): 3.243

No. 5
Computed, not measured: an isolated molecule of C4H6O2, with ωB97M-V/def2-TZVPD.

Geometry as ORCA input:
```
! wB97M-V def2-TZVPD RIJCOSX def2/J DEFGRID3
* xyz 0 1
O 2.056 1.363 1.084
C 2.014 0.262 0.205
C 0.669 -0.123 -0.130
C -0.462 -0.380 -0.429
C -1.855 -0.743 -0.319
O -2.691 0.355 -0.628
H 1.523 1.141 1.859
H 2.521 -0.630 0.595
H 2.483 0.571 -0.726
H -2.020 -1.656 -0.904
H -1.987 -0.999 0.730
H -2.249 0.840 -1.337
*
```

HOMO level (eV): -9.905
SMILES: OCC#CCO
Orbital gap (eV): 10.57
LUMO energy (eV): 0.66
Relative energy (zero: lowest compared OMol25 entry of this formula, charge and spin) (eV): 2.903

No. 6
Computed, not measured: a cluster of 2 separate species, H4O2 in total at a distorted geometry, with ωB97M-V/def2-TZVPD.

Geometry as ORCA input:
```
! wB97M-V def2-TZVPD RIJCOSX def2/J DEFGRID3
* xyz 0 1
O 0.046 1.951 -0.423
H -0.643 1.362 -0.067
H -0.189 2.179 -1.357
O 0.575 -1.897 0.780
H 0.123 -1.020 0.754
H 0.088 -2.577 0.314
*
```

HOMO level (eV): -11.564
SMILES: O.O
Orbital gap (eV): 12.10
LUMO energy (eV): 0.54
Relative energy (zero: lowest compared OMol25 entry of this formula, charge and spin) (eV): 0.336

No. 7
Computed, not measured: the ion C7H6ClI3NO with charge +1 at a distorted geometry, with ωB97M-V/def2-TZVPD.

Geometry as ORCA input:
```
! wB97M-V def2-TZVPD RIJCOSX def2/J DEFGRID3
* xyz 1 1
C 2.005 0.757 -0.224
C 0.829 1.591 -0.699
C -0.473 1.330 -0.338
C 1.952 -0.323 0.505
C -1.589 2.102 -0.940
C -0.872 0.168 0.637
C -0.317 -1.164 0.179
N -0.329 -2.481 0.886
O -1.552 3.179 -1.468
Cl -3.225 1.075 -0.928
I 1.385 3.198 -1.804
I 3.016 -1.921 1.153
I -0.506 -1.401 -1.953
H 2.966 1.241 -0.572
H -0.422 0.555 1.628
H -1.992 0.390 0.796
H -0.568 -2.269 1.834
H 0.665 -2.826 0.791
H -0.975 -3.199 0.516
*
```

HOMO level (spin up / spin down) (eV): -12.416 / -12.424
Orbital gap (spin up / spin down) (eV): 7.44 / 7.51
LUMO energy (spin up / spin down) (eV): -4.98 / -4.91
Relative energy (zero: lowest compared OMol25 entry of this formula, charge and spin) (eV): 2.537

No. 8
Computed, not measured: a structure of composition C5H7NO, with ωB97M-V/def2-TZVPD.

Geometry as ORCA input:
```
! wB97M-V def2-TZVPD RIJCOSX def2/J DEFGRID3
* xyz 0 1
O 0.062 -1.699 1.639
C 0.787 -0.727 1.190
C 0.666 -0.964 -0.267
C -0.395 -0.340 -1.054
C -1.270 0.650 -0.281
C 0.049 1.360 -0.143
N 0.736 0.656 -1.063
H 1.836 -0.607 1.543
H 1.267 -1.738 -0.739
H -0.705 -0.809 -1.987
H -1.811 0.302 0.602
H -1.940 1.176 -0.968
H 0.377 0.406 1.280
H 0.341 2.333 0.248
*
```

HOMO level (spin up / spin down) (eV): -8.726 / -8.727
Orbital gap (spin up / spin down) (eV): 8.24 / 8.24
LUMO energy (spin up / spin down) (eV): -0.48 / -0.48
Relative energy (zero: lowest compared OMol25 entry of this formula, charge and spin) (eV): 5.936